This record from the Open Molecules 2025 dataset describes a molecular structure, C38H47N2O8PPbS2Se2 at a distorted geometry. The level of theory is ωB97M-V with the def2-TZVPD basis set.

Geometry as ORCA input:
```
! wB97M-V def2-TZVPD RIJCOSX def2/J DEFGRID3
* xyz 0 1
Pb -0.893 -0.106 -0.273
C -3.599 2.965 2.400
Se -1.862 2.769 1.512
C -2.122 4.325 0.335
C -3.103 4.145 -0.788
Se -2.355 3.094 -2.269
C -3.825 3.441 -3.468
H -3.691 3.985 2.767
H -3.633 2.267 3.234
H -4.403 2.734 1.708
H -1.133 4.552 -0.065
H -2.434 5.138 0.994
H -3.348 5.120 -1.213
H -4.028 3.664 -0.470
H -4.653 2.779 -3.244
H -3.508 3.255 -4.489
H -4.124 4.481 -3.360
C -1.187 -1.337 1.615
C -0.830 -1.665 2.745
C -0.348 -1.894 4.014
C -0.893 -1.109 5.102
C -0.883 -1.577 6.426
C -1.430 -0.816 7.440
C -1.986 0.425 7.158
C -2.011 0.896 5.850
C -1.482 0.137 4.828
C 0.739 -2.834 4.175
C 0.913 -3.864 3.235
C 1.940 -4.773 3.377
C 2.827 -4.663 4.442
C 2.706 -3.612 5.342
C 1.676 -2.701 5.212
H -0.482 -2.558 6.641
H -1.421 -1.188 8.455
H -2.414 1.019 7.954
H -2.437 1.865 5.632
H -1.476 0.503 3.808
H 0.214 -3.945 2.414
H 2.054 -5.576 2.662
H 3.620 -5.388 4.559
H 3.418 -3.502 6.147
H 1.606 -1.858 5.885
C 1.409 3.379 -3.732
C 2.190 2.099 -3.752
C 1.693 0.987 -4.434
C 2.415 -0.192 -4.474
C 3.628 -0.263 -3.810
C 4.134 0.820 -3.121
C 3.410 2.000 -3.092
S 4.604 -1.740 -3.946
O 4.657 -2.086 -5.336
O 5.825 -1.554 -3.217
N 3.799 -2.977 -3.212
C 3.858 -3.167 -1.770
C 2.496 -3.117 -1.094
C 1.839 -1.734 -1.013
O 2.506 -0.722 -0.824
O 0.559 -1.783 -1.101
H 0.867 3.521 -4.666
H 2.058 4.237 -3.560
H 0.668 3.342 -2.932
H 0.744 1.067 -4.949
H 2.063 -1.049 -5.034
H 5.091 0.718 -2.630
H 3.802 2.861 -2.565
H 2.929 -3.231 -3.658
H 4.520 -2.395 -1.377
H 4.306 -4.146 -1.574
H 2.596 -3.456 -0.057
H 1.803 -3.794 -1.597
C 3.082 -0.007 2.104
P 1.874 1.334 2.032
C 2.576 2.682 1.045
C 1.667 1.910 3.747
O 0.534 0.932 1.495
H 4.039 0.353 2.479
H 3.201 -0.382 1.087
H 2.700 -0.805 2.741
H 3.485 3.097 1.477
H 1.816 3.460 0.967
H 2.772 2.267 0.054
H 2.585 2.353 4.129
H 1.395 1.049 4.360
H 0.853 2.633 3.786
N -2.180 -2.011 -1.480
C -2.850 -1.608 -2.676
C -4.223 -1.799 -2.792
C -4.903 -1.298 -3.891
C -4.206 -0.622 -4.873
C -2.835 -0.456 -4.792
C -2.149 -0.956 -3.688
S -5.173 0.180 -6.199
O -5.604 -0.925 -7.027
O -6.231 0.837 -5.445
O -4.226 1.090 -6.828
H -2.775 -2.592 -0.905
H -1.279 -2.455 -1.642
H -4.757 -2.323 -2.007
H -5.971 -1.419 -3.994
H -2.325 0.079 -5.582
H -1.078 -0.813 -3.581
*
```

Highest occupied orbital energy, eV: -7.11
Energy relative to the best compared isomer or geometry (same formula, charge and spin), eV: 2.600



This record from the Open Molecules 2025 dataset describes a molecular structure, C38H48AsN9OS2TeTi at a distorted geometry. The level of theory is ωB97M-V with the def2-TZVPD basis set.

Geometry as ORCA input:
```
! wB97M-V def2-TZVPD RIJCOSX def2/J DEFGRID3
* xyz 2 3
Ti -0.785 -1.101 2.122
C 2.872 -1.392 4.517
C 1.556 -0.983 3.938
N 0.771 -1.822 3.283
N 1.158 -3.145 3.272
C 0.248 -4.104 3.047
N 0.707 -5.355 2.947
S -1.391 -3.751 2.893
C 1.035 0.352 4.001
C 1.671 1.426 4.640
C 1.080 2.667 4.629
C -0.142 2.838 3.973
C -0.718 1.746 3.370
N -0.168 0.523 3.385
H 2.737 -2.144 5.299
H 3.513 -1.823 3.741
H 3.405 -0.555 4.952
H 2.149 -3.349 3.184
H 1.672 -5.586 3.116
H 0.038 -6.104 2.881
H 2.618 1.283 5.138
H 1.558 3.503 5.123
H -0.632 3.801 3.936
H -1.664 1.828 2.848
C -2.375 8.730 -7.515
O -3.307 7.745 -7.083
C -2.926 6.871 -6.140
C -3.890 5.933 -5.750
C -3.597 4.995 -4.793
C -2.331 4.958 -4.192
C -1.381 5.894 -4.583
C -1.665 6.846 -5.547
C -2.067 3.951 -3.180
N -2.965 3.126 -2.681
C -2.301 2.366 -1.772
C -0.968 2.719 -1.707
N -0.834 3.735 -2.615
C -0.033 2.046 -0.876
C 1.345 2.298 -0.822
C 2.145 1.520 -0.025
C 1.569 0.501 0.729
N 0.268 0.265 0.726
C -0.547 1.013 -0.059
C -1.940 0.690 -0.061
N -2.363 -0.272 0.805
C -3.625 -0.673 0.725
C -4.550 -0.120 -0.157
C -4.156 0.901 -0.985
C -2.824 1.324 -0.950
H -2.893 9.320 -8.263
H -1.494 8.268 -7.963
H -2.075 9.376 -6.687
H -4.863 5.971 -6.221
H -4.340 4.270 -4.491
H -0.393 5.913 -4.134
H -0.906 7.562 -5.824
H 0.007 4.233 -2.853
H 1.777 3.094 -1.415
H 3.212 1.686 0.028
H 2.180 -0.159 1.333
H -3.921 -1.466 1.402
H -5.564 -0.494 -0.167
H -4.841 1.383 -1.671
C 0.488 -3.438 -2.753
C -0.214 -4.111 -1.568
C 0.591 -5.322 -1.066
C -1.652 -4.522 -1.932
C -0.293 -3.148 -0.477
N -0.370 -2.416 0.399
H 0.577 -4.159 -3.566
H 1.487 -3.106 -2.470
H -0.081 -2.581 -3.115
H 0.737 -6.013 -1.896
H 0.051 -5.844 -0.273
H 1.561 -5.011 -0.678
H -1.611 -5.291 -2.703
H -2.218 -3.676 -2.322
H -2.175 -4.930 -1.066
C 4.419 -3.803 -2.068
As 4.761 -3.407 -0.210
C 5.978 -1.908 -0.215
C 5.763 -4.906 0.474
S 2.999 -3.030 0.863
H 5.361 -3.959 -2.592
H 3.884 -2.968 -2.514
H 3.809 -4.702 -2.134
H 6.923 -2.199 -0.671
H 6.145 -1.587 0.810
H 5.532 -1.093 -0.782
H 6.640 -5.081 -0.150
H 5.125 -5.787 0.472
H 6.072 -4.690 1.494
C -3.763 0.697 4.708
Te -2.906 -1.214 4.268
C -1.594 -1.220 5.946
H -4.320 0.627 5.638
H -4.449 0.956 3.903
H -2.990 1.456 4.799
H -1.057 -0.275 5.984
H -0.896 -2.044 5.812
H -2.171 -1.368 6.853
*
```

Highest occupied orbital energy (spin up / spin down), eV: -10.92 / -11.47
<S²>: 2.02
Energy relative to the best compared isomer or geometry (same formula, charge and spin), eV: 0.167



This record from the Open Molecules 2025 dataset describes a molecular structure, C38H48BCrN10O2S2. The level of theory is ωB97M-V with the def2-TZVPD basis set.

Geometry as ORCA input:
```
! wB97M-V def2-TZVPD RIJCOSX def2/J DEFGRID3
* xyz 2 6
Cr 0.848 0.734 -0.383
C -2.184 0.570 -2.510
C -2.287 0.911 -1.064
C -3.458 1.220 -0.325
C -2.993 1.656 0.913
N -1.670 1.553 0.917
N -1.230 1.089 -0.289
B -0.697 1.967 2.116
N 0.367 2.932 1.537
C 0.906 4.023 2.108
C 1.881 4.522 1.277
C 1.906 3.651 0.184
C 2.733 3.751 -1.053
N 1.006 2.681 0.360
N -0.003 0.715 2.651
C 0.074 0.174 3.881
C 0.940 -0.892 3.826
C 1.369 -0.942 2.493
C 2.339 -1.898 1.881
N 0.795 0.030 1.790
N -1.566 2.681 3.121
C -2.070 3.941 3.018
C -3.057 4.082 3.953
C -3.123 2.825 4.597
C -4.001 2.420 5.734
N -2.244 1.984 4.078
H -3.001 -0.082 -2.819
H -1.232 0.096 -2.735
H -2.263 1.484 -3.102
H -4.474 1.231 -0.686
H -3.530 2.018 1.776
H 0.562 4.373 3.067
H 2.485 5.399 1.431
H 3.783 3.906 -0.805
H 2.411 4.604 -1.651
H 2.642 2.856 -1.666
H -0.492 0.588 4.696
H 1.235 -1.536 4.637
H 1.949 -2.917 1.890
H 3.275 -1.902 2.442
H 2.564 -1.617 0.853
H -1.694 4.643 2.293
H -3.637 4.964 4.164
H -3.909 3.123 6.561
H -3.715 1.434 6.095
H -5.051 2.403 5.436
O -1.930 -1.251 1.571
S -3.222 -1.388 0.898
C -3.399 -3.122 0.342
C -2.112 -3.587 -0.319
C -1.874 -2.921 -1.670
C -0.515 -3.221 -2.288
S 0.800 -2.477 -1.299
O 0.463 -0.998 -1.427
C 2.166 -2.787 -2.393
C 2.393 -1.949 -3.476
C 3.442 -2.243 -4.334
C 4.240 -3.360 -4.104
C 4.008 -4.179 -3.008
C 2.968 -3.890 -2.134
C -4.562 -1.140 2.002
C -5.859 -1.331 1.531
C -6.908 -1.129 2.409
C -6.649 -0.731 3.717
C -5.348 -0.524 4.154
C -4.277 -0.714 3.292
H -4.263 -3.150 -0.323
H -3.627 -3.669 1.258
H -2.184 -4.671 -0.437
H -1.284 -3.401 0.368
H -1.967 -1.837 -1.576
H -2.643 -3.241 -2.379
H -0.423 -2.788 -3.286
H -0.297 -4.290 -2.346
H 1.763 -1.083 -3.634
H 3.631 -1.609 -5.190
H 5.048 -3.591 -4.786
H 4.635 -5.042 -2.830
H 2.787 -4.515 -1.268
H -6.053 -1.632 0.509
H -7.926 -1.280 2.076
H -7.474 -0.579 4.400
H -5.161 -0.212 5.172
H -3.258 -0.533 3.609
N 2.885 0.462 -0.669
C 4.021 0.304 -0.831
N 5.288 0.102 -1.014
C 5.772 -1.231 -1.445
C 6.825 -1.052 -2.539
C 6.449 0.127 -3.432
C 6.540 1.450 -2.654
C 6.222 1.233 -1.171
H 4.913 -1.782 -1.829
H 6.169 -1.764 -0.579
H 6.892 -1.980 -3.107
H 7.810 -0.887 -2.096
H 5.427 -0.020 -3.795
H 7.089 0.165 -4.312
H 5.858 2.185 -3.084
H 7.545 1.868 -2.731
H 5.782 2.110 -0.703
H 7.117 0.978 -0.604
*
```

Highest occupied orbital energy (spin up / spin down), eV: -12.48 / -13.13
<S²>: 8.77
Energy relative to the best compared isomer or geometry (same formula, charge and spin), eV: 0.000



This record from the Open Molecules 2025 dataset describes a molecular structure, C38H48BrMgN2O2PS2SeSi. The level of theory is ωB97M-V with the def2-TZVPD basis set.

Geometry as ORCA input:
```
! wB97M-V def2-TZVPD RIJCOSX def2/J DEFGRID3
* xyz -2 1
Mg -0.769 0.630 -0.094
C 3.631 0.141 0.526
O 2.528 0.606 -0.211
C 2.737 1.643 -1.065
C 3.982 2.095 -1.438
C 4.070 3.165 -2.333
Br 5.808 3.781 -2.843
C 2.956 3.775 -2.835
C 1.684 3.320 -2.451
C 1.532 2.235 -1.564
O 0.384 1.771 -1.206
C 0.521 4.032 -2.986
N 0.585 4.963 -3.920
C -0.716 5.386 -4.086
C -1.250 6.351 -4.941
C -2.614 6.578 -4.899
C -3.448 5.863 -4.024
C -2.941 4.901 -3.168
C -1.569 4.678 -3.220
N -0.748 3.820 -2.536
H 4.363 -0.361 -0.118
H 3.241 -0.573 1.246
H 4.124 0.965 1.055
H 4.882 1.635 -1.056
H 3.019 4.609 -3.520
H -3.133 1.590 -1.723
H -0.603 6.901 -5.614
H -3.052 7.322 -5.554
H -4.511 6.071 -4.018
H -3.566 4.344 -2.481
H -1.007 3.150 -1.815
Se -2.980 2.016 -0.324
S -2.146 -0.665 3.571
P -0.372 0.171 3.668
S 0.295 1.327 2.166
C 0.929 -1.094 3.992
C 0.587 -2.400 4.314
C 1.577 -3.346 4.557
C 2.914 -2.989 4.486
C 3.262 -1.681 4.171
C 2.275 -0.740 3.923
C -0.206 1.154 5.218
C 0.526 2.334 5.268
C 0.672 3.020 6.467
C 0.089 2.530 7.627
C -0.649 1.354 7.581
C -0.799 0.673 6.383
H -0.462 -2.669 4.344
H 1.297 -4.367 4.786
H 3.686 -3.729 4.664
H 4.306 -1.397 4.104
H 2.541 0.273 3.647
H 0.965 2.718 4.355
H 1.237 3.944 6.492
H 0.201 3.067 8.561
H -1.118 0.971 8.480
H -1.395 -0.230 6.330
C -3.486 -2.222 0.169
C -2.759 -2.551 -1.145
C -2.914 -4.050 -1.428
C -3.533 -1.799 -2.236
Si -0.911 -1.868 -1.030
C 0.144 -3.188 -0.005
C -0.616 -3.586 1.266
C 1.427 -2.501 0.486
C 0.539 -4.478 -0.732
C -0.175 -1.807 -2.865
C -0.702 -0.548 -3.576
C -0.461 -3.012 -3.768
C 1.347 -1.621 -2.791
H -4.534 -2.549 0.098
H -3.486 -1.147 0.361
H -3.046 -2.706 1.039
H -3.981 -4.301 -1.518
H -2.506 -4.668 -0.627
H -2.427 -4.348 -2.358
H -4.598 -2.061 -2.168
H -3.198 -2.056 -3.242
H -3.456 -0.717 -2.109
H -0.951 -2.712 1.830
H 0.050 -4.168 1.919
H -1.490 -4.203 1.056
H 1.190 -1.601 1.059
H 2.086 -2.204 -0.331
H 1.988 -3.180 1.147
H -0.331 -5.027 -1.098
H 1.082 -5.141 -0.041
H 1.196 -4.291 -1.582
H -1.784 -0.553 -3.706
H -0.249 -0.475 -4.575
H -0.435 0.359 -3.028
H -1.526 -3.115 -3.983
H -0.117 -3.952 -3.333
H 0.053 -2.886 -4.733
H 1.616 -0.796 -2.127
H 1.739 -1.387 -3.790
H 1.861 -2.518 -2.441
*
```

Highest occupied orbital energy, eV: -1.98
Energy relative to the best compared isomer or geometry (same formula, charge and spin), eV: 0.000



energy relative to the best compared isomer or geometry (same formula, charge and spin) of number 1 (C38H47N2O8PPbS2Se2)?
2.600 eV